23
Properties=species:S:1:pos:R:3 method="wB97M-V/def2-TZVPD" e_tot_ha=-529.98780 orbital_gap_ev="6.43 / 6.44" lumo_ev="-5.60 / -5.59" charge=+1 homo_ev="-12.0 / -12.0"
C -1.02 -1.82 -0.66
C -1.93 -0.82 -0.28
C 0.81 -0.34 -0.43
C -3.96 0.03 0.22
C -3.40 1.25 0.51
C 2.83 0.74 -1.18
C 2.54 0.06 1.36
C 1.82 0.54 0.03
N -3.25 -0.90 -0.32
N -2.05 1.42 0.45
N -1.40 0.42 0.08
N 0.31 -1.43 -0.69
H -1.42 -2.76 -0.69
H -5.02 -0.23 0.30
H -3.87 2.11 1.10
H 2.10 1.13 -1.95
H 3.42 -0.05 -1.36
H 3.40 1.60 -0.78
H 3.40 0.74 1.57
H 2.78 -1.03 1.41
H 1.78 0.18 2.17
H 1.26 1.40 0.26
H 0.85 -2.22 -1.11

14
Properties=species:S:1:pos:R:3 method="wB97M-V/def2-TZVPD" e_tot_ha=-361.79653 orbital_gap_ev=9.83 lumo_ev=0.58 smiles="O=C[C@@H]1NC[C@@H]1O" homo_ev=-9.3
O -0.65 -1.16 1.14
C -0.75 -0.57 -0.13
C -1.14 0.92 -0.15
N 0.16 1.29 -0.75
C 0.63 -0.10 -0.66
C 1.72 -0.34 0.36
O 2.24 0.55 1.00
H -1.31 -1.84 1.25
H -1.31 -1.20 -0.83
H -1.31 1.30 0.86
H -1.99 1.19 -0.79
H 0.72 1.89 -0.15
H 0.95 -0.53 -1.62
H 2.05 -1.39 0.47